A molecular structure, C24H18N4O3S2Zr at a distorted geometry. Source: the OMol25 dataset; level of theory: ωB97M-V/def2-TZVPD.

The calculation puts the total energy at -2213.15644 Eh. Its gap between HOMO and LUMO is 6.13 eV. For the LUMO energy, the calculation gives -7.36 eV. The energy relative to the best compared isomer or geometry (same formula, charge and spin) is 67.64 kJ/mol. The value obtained for the HOMO energy is -13.50 eV.

ORCA input file:
```
! RIJCOSX wB97M-V def2-TZVPD def2/J DEFGRID3
* xyz 2 1
Zr 0.18644 -1.48580 0.99171
N 1.33562 -3.07419 -0.52580
C 0.48773 -4.26567 -0.19272
C -0.28099 -3.77237 1.01174
O 0.51297 -3.24572 1.95137
N -1.50699 -3.38091 0.90554
C -2.28258 -2.95021 2.12312
C -2.12175 -1.57476 2.77361
O -2.74111 -1.23753 3.71392
O -1.14842 -0.75514 2.17283
H 1.46066 -2.97892 -1.52646
H 2.26164 -3.22894 -0.13851
H 1.06969 -5.15576 0.03568
H -0.20240 -4.46872 -1.00597
H -2.11711 -3.67796 2.91901
H -3.33270 -3.01416 1.84353
S 5.56447 0.67100 2.52245
C 6.88865 1.70245 2.81234
C 6.70381 2.93824 2.26884
C 5.46539 3.04337 1.58682
C 4.74133 1.88082 1.63233
C 3.42807 1.64370 1.02888
C 2.80508 0.39142 1.11818
N 1.61778 0.13086 0.57045
C 0.93323 1.09768 -0.11742
C 1.47003 2.38296 -0.22641
C 0.72828 3.41274 -0.90632
C -0.48791 3.15202 -1.41926
C -1.06571 1.83575 -1.32828
C -2.34517 1.55431 -1.83661
C -2.89454 0.29038 -1.75397
C -2.09219 -0.70039 -1.15825
N -0.87755 -0.46987 -0.68196
C -0.35349 0.80080 -0.72111
C -4.23581 -0.03747 -2.24170
C -5.05475 0.75496 -2.99993
C -6.29002 0.12573 -3.30294
C -6.37577 -1.12424 -2.76854
S -4.99710 -1.52415 -1.85010
C 2.72227 2.62782 0.35432
H 7.73343 1.34507 3.37936
H 7.42185 3.73998 2.34624
H 5.14804 3.94501 1.08356
H 3.27598 -0.42718 1.65120
H 1.16409 4.39957 -0.98725
H -1.05426 3.92653 -1.91940
H -2.90931 2.36335 -2.28387
H -2.44115 -1.72271 -1.06844
H -4.79119 1.73933 -3.35990
H -7.06824 0.57544 -3.90024
H -7.19318 -1.82354 -2.84405
H 3.13487 3.62504 0.26837
*
```

Results of the Löwdin charge analysis, in e, for atoms 1 through 6: number 1, Zr, carries 1.949; number 2, N, carries -0.022; number 3, C, carries -0.113; number 4, C, carries -0.540; number 5, O, carries -0.163; number 6, N, carries 0.074